C48H48BiClN3O8PS as an isolated structure. Source: the OMol25 dataset; level of theory: ωB97M-V with the def2-TZVPD basis set.

Last column: Mulliken charge in e.
Geometry (Å):
O (2.9623, -2.1043, -2.0172)  -0.63
H (0.8568, -3.6833, -6.9514)  0.29
O (-0.1929, -4.1903, 0.0773)  -0.71
H (-1.4759, -2.2083, -4.2446)  0.33
C (-1.7928, -0.3619, 3.3319)  -0.43
H (6.4010, -0.4277, 4.7663)  0.28
Bi (1.0241, -1.8978, -0.8831)  1.95
C (1.0532, -2.9693, -4.8200)  -0.57
C (-1.5419, 3.7571, 2.2540)  -0.66
C (1.3947, -5.7133, 0.9808)  -0.66
C (3.4657, -0.5157, 3.8722)  -0.32
H (-2.9663, 5.7028, -0.2153)  0.54
C (-1.9959, -5.4342, 3.1912)  -1.45
C (-0.7067, -3.8914, 4.7783)  -0.49
H (5.5101, 2.1736, 3.4920)  0.29
O (0.5555, -6.1365, 2.1263)  -0.54
H (-1.7408, -0.5726, 4.3938)  0.28
H (-2.4741, 4.5065, -2.7080)  0.49
O (4.4097, -0.8744, -3.1245)  -0.76
N (0.5440, -1.5572, -6.8267)  -0.29
C (1.5543, -0.5835, -4.6889)  -0.51
H (2.1674, -0.0548, -6.6619)  0.36
H (2.6952, -5.3887, 3.4764)  0.28
H (2.3644, -2.7696, -6.6833)  0.24
O (2.1697, 2.4559, 0.0976)  -0.81
C (-3.2900, 3.9464, -2.2385)  -0.46
C (-1.6984, 1.3727, 1.5794)  -0.12
C (-0.6841, -4.9321, 3.7873)  0.96
H (-1.1570, -0.4655, -4.1917)  0.22
C (3.6312, 1.9125, 2.4298)  -0.34
C (-4.5462, 4.0632, -2.7886)  -0.86
C (-4.2621, -0.2050, -2.0066)  -1.73
N (0.6093, -1.6661, -4.1767)  0.32
H (-1.2424, 1.6961, 5.0010)  0.35
H (-5.1491, -0.7417, -1.5885)  0.20
C (3.5846, 0.0497, -1.0523)  -0.29
Cl (0.4876, -2.3167, 6.5669)  -0.28
H (-6.6576, 3.5404, -2.6726)  0.30
H (-1.9326, -2.4302, 2.6752)  -0.35
C (3.6595, -1.0173, -2.1925)  0.21
H (-1.4336, 4.1071, 4.3357)  0.27
H (-1.3448, -0.6092, -6.7355)  0.36
H (2.6104, -0.8545, -4.6532)  0.42
H (-4.6076, 0.4203, -2.8422)  0.48
C (-1.5725, 1.0315, 2.9794)  0.40
H (5.9134, 1.0651, 5.6964)  0.36
C (1.7236, -3.8298, 4.6692)  -0.47
C (0.4198, 5.2658, -0.7301)  -0.67
H (-2.8083, -4.6941, 2.9671)  0.34
H (-4.0199, 2.1225, 0.2675)  0.09
H (4.4115, -0.1569, -0.4000)  0.31
C (-3.5583, 0.7004, -1.0905)  -0.33
C (-0.8716, -1.4671, -6.2674)  -0.81
O (-0.1134, -1.0785, 0.7773)  -0.62
C (-5.3562, 2.3923, -1.3296)  -1.30
H (3.3079, -1.4015, 4.4616)  0.14
H (0.1378, 8.6005, -0.6422)  0.31
C (4.5196, 0.3993, 4.1801)  0.62
C (1.0149, -4.4250, 0.4346)  0.99
C (2.6526, 0.9634, 2.1824)  -0.24
C (-0.8209, -1.4027, -4.6892)  -0.34
C (0.5478, -5.3572, 3.2190)  -0.05
H (3.6095, 2.8727, 1.8794)  0.39
C (-1.4772, 3.3303, 3.5917)  -0.90
P (-1.3753, 3.1302, -0.5581)  0.48
C (-3.0322, 3.0796, -1.2070)  0.42
H (-2.5520, -6.1074, 3.8721)  0.33
C (-1.8221, -1.3587, 2.4549)  -0.82
N (2.4017, -0.1839, -0.2141)  -0.07
C (0.8423, 6.5633, -0.6802)  -0.67
H (-6.2305, 1.7431, -1.0633)  0.27
H (-1.5483, 4.8121, 1.9476)  0.30
C (-1.9344, 5.8510, -0.5164)  -0.12
H (0.5937, 0.5616, -6.4235)  0.26
C (1.7408, -4.8962, 3.7958)  -0.68
H (-2.3160, 7.8936, -0.5119)  0.27
H (-4.7396, 4.7771, -3.5537)  0.44
C (-1.5398, -1.0477, 0.9716)  -0.47
H (5.0967, -0.5124, 6.0525)  0.32
H (-1.6535, -3.5303, 5.1368)  0.31
H (-3.6056, -0.9430, -2.5159)  0.25
H (2.4661, -5.6500, 1.3958)  0.19
C (4.6645, 1.5181, 3.2927)  -0.92
O (1.9287, -3.4610, 0.4791)  -0.79
H (0.3546, -3.7945, -4.4695)  0.40
C (-1.9556, 0.3630, 0.6745)  0.55
C (-1.4458, 2.0220, 3.9768)  -0.93
H (-1.4435, -2.3327, -6.6382)  0.28
S (1.7827, 1.1323, 0.6193)  1.25
H (-2.1359, -1.7938, 0.3828)  0.19
H (3.5410, 1.0012, -1.5799)  0.27
C (1.2331, -2.8128, -6.3100)  -0.62
C (-4.0193, 2.0946, -0.7871)  1.57
H (1.8644, 6.8383, -0.5729)  0.45
C (-5.6154, 3.3236, -2.3180)  -0.47
H (1.2346, -6.5292, 0.3100)  0.32
H (1.9344, -0.9919, 2.4384)  -0.02
H (-1.7823, -5.9016, 2.2448)  0.31
H (1.0946, 4.4555, -0.9058)  0.39
C (5.5587, 0.1130, 5.2440)  -1.37
H (2.6592, -3.4072, 4.9623)  0.55
C (2.6247, -0.2577, 2.8568)  0.20
H (1.4163, 0.3842, -4.1058)  0.19
C (-0.1564, 7.5430, -0.6384)  -0.37
C (1.2290, -0.2988, -6.1630)  -0.74
C (-1.4822, 7.1981, -0.6372)  -0.85
C (-0.9397, 4.8522, -0.5510)  0.16
H (1.9953, -3.3548, -4.3900)  0.25
C (-1.6376, 2.7701, 1.2338)  0.98
C (0.5026, -3.3726, 5.2317)  0.60
O (-2.2745, 0.4552, -0.6695)  0.76

F_max ... 5.3 eV/A
Total charge ... -2
2S+1 ... 1
Kohn-Sham gap (alpha / beta) ... 4.12 / 4.15 eV
Lowest unoccupied orbital energy (alpha / beta) ... 4.1 / 4.1 eV
ΔE to the lowest compared entry with this formula, charge and spin ... 54.3 kJ/mol